(1)
This record from the Open Molecules 2025 dataset describes a cluster of 12 separate species, C4H28O14 in total at a distorted geometry. The level of theory is ωB97M-V with the def2-TZVPD basis set.

The geometry in XYZ format:
```
46
Properties=species:S:1:pos:R:3:forces:R:3
O -0.985 -2.361 2.754 1.62 0.92 0.70
C -0.199 -1.420 2.863 -1.56 0.41 -0.71
C -0.265 -0.401 1.647 3.33 -1.52 1.53
C 0.076 -1.223 0.433 -0.48 1.77 -1.02
C 0.335 -0.533 -0.719 -1.11 -1.98 0.72
O 0.208 0.759 -0.967 -0.55 -0.30 0.25
O 0.667 -1.251 -1.807 -0.01 0.81 -3.96
H 0.367 -1.200 3.826 -0.34 -0.40 -0.96
H -1.234 -0.045 1.840 -1.59 0.77 -0.72
H 0.508 0.399 1.637 -0.83 -0.23 0.88
H 0.143 -2.301 0.547 0.10 0.48 -0.59
H -0.089 0.878 -1.926 0.07 0.79 1.67
H 0.517 -0.684 -2.691 0.66 -1.95 3.01
O 3.003 1.189 2.024 1.04 0.20 -1.39
H 3.415 0.357 1.644 -0.52 1.78 0.42
H 3.329 1.987 1.471 -0.49 -2.19 1.01
O 1.308 3.310 1.239 -1.06 3.18 0.02
H 0.657 3.821 1.801 1.11 -1.40 -0.83
H 1.333 2.410 1.479 -0.28 -1.59 1.10
O 1.092 2.432 -2.591 0.88 -0.79 -1.95
H 1.841 2.877 -2.162 -0.25 -0.33 -0.51
H 1.538 1.590 -2.925 -0.66 1.93 0.71
O 3.907 -1.838 -0.730 0.06 -1.04 1.55
H 3.726 -2.594 -0.101 0.15 1.16 -1.05
H 3.391 -2.048 -1.503 -0.37 -0.11 -0.37
O -1.447 1.388 -2.887 -0.91 -3.19 -0.99
H -1.544 2.129 -3.461 0.18 1.09 -0.66
H -1.844 0.613 -3.420 0.57 2.36 1.02
O -4.203 0.366 -0.567 -0.11 -1.25 -1.10
H -4.249 0.551 -1.540 0.12 -0.26 1.37
H -4.076 -0.632 -0.532 -0.48 2.15 0.51
O -1.713 2.541 2.857 0.40 -1.12 1.52
H -1.917 2.925 2.022 -0.49 -0.08 -1.11
H -1.935 1.583 2.867 0.04 1.31 -0.45
O 2.686 1.982 -0.672 -1.61 1.36 1.11
H 1.934 2.671 -0.519 2.02 -1.37 0.08
H 2.206 1.239 -0.258 0.60 0.03 -0.50
O 1.913 -3.932 1.226 1.48 0.00 0.46
H 1.146 -4.122 0.709 -0.86 0.07 -0.17
H 1.725 -3.275 1.906 -0.40 -0.22 -0.31
O -3.235 -2.080 0.399 3.38 0.18 0.58
H -2.267 -2.124 0.741 -1.58 1.05 -1.31
H -3.460 -2.786 0.972 -1.68 -1.35 0.70
O -3.063 -1.049 -2.551 2.13 1.43 -3.99
H -2.114 -0.737 -2.679 -2.07 -1.33 0.99
H -3.132 -1.359 -1.693 0.34 -1.22 2.72
```
Forces are in eV/Å.

Maximum force   4.7 eV/Å
Energy   -33263.7550 eV
Energy relative to the best compared isomer or geometry (same formula, charge and spin)   75.4 kcal/mol
Molar mass   300.3 g mol⁻¹
Structure (SMILES)   O=CCC=C(O)O.O.O.O.O.O.O.O.O.O.O.O



(2)
This record from the Open Molecules 2025 dataset describes a cluster of 12 separate species, C4H29NO11 in total at a distorted geometry. The level of theory is ωB97M-V with the def2-TZVPD basis set.

The geometry in XYZ format:
```
45
Properties=species:S:1:pos:R:3:forces:R:3
C -1.407 -2.405 -1.195 -2.75 4.00 -0.05
N -1.601 -1.235 -0.642 -0.26 -2.03 -3.47
C -1.040 -0.760 0.531 -2.02 -1.53 -1.09
C 0.222 -0.864 0.787 3.02 -0.54 1.20
C 0.913 0.086 1.689 1.77 1.05 2.36
H -1.156 -3.137 -0.574 2.02 -3.35 2.48
H -1.861 -2.796 -2.128 0.36 1.22 0.19
H -1.775 -0.225 1.069 -0.18 1.16 0.68
H 0.929 -1.591 0.304 -1.34 1.40 -0.33
H 0.456 0.411 2.658 -0.47 0.03 -1.18
H 1.437 0.995 1.238 -1.28 -1.41 0.55
H 1.783 -0.359 2.122 0.84 -1.04 0.24
O 0.963 -2.711 -3.231 2.08 -4.26 -0.20
H 0.756 -3.039 -2.347 -0.55 0.92 0.47
H 1.492 -3.625 -3.418 -1.50 3.32 -0.34
O 0.334 -5.143 -0.071 -2.42 -3.69 -1.15
H 0.023 -5.291 0.816 0.54 0.84 0.32
H 0.808 -4.397 -0.294 1.66 2.34 0.75
O 2.390 -0.339 -0.921 -0.77 -4.07 -0.61
H 1.654 0.205 -1.101 -1.13 1.65 -0.02
H 3.160 0.099 -0.744 2.64 2.16 0.51
O -0.380 2.643 3.520 6.47 1.27 -1.62
H -1.258 2.543 3.415 -4.65 -0.43 -0.98
H 0.063 2.910 2.619 -1.87 -0.79 2.58
O -1.936 -0.104 4.041 -0.63 -0.71 0.76
H -1.931 -0.983 4.476 0.13 0.86 -0.55
H -1.238 -0.109 3.391 0.45 -0.15 -0.20
O 2.071 -3.472 1.035 1.25 0.00 -0.48
H 2.693 -2.865 0.585 -0.52 -0.22 0.42
H 1.298 -2.959 1.246 -0.29 0.46 0.31
O -1.061 4.117 0.285 1.23 -0.97 -1.45
H -0.542 3.611 -0.415 -0.86 0.89 1.42
H -1.853 4.330 -0.203 -0.59 0.22 0.02
O -2.905 0.980 -2.465 1.85 -0.42 -0.28
H -2.490 0.178 -2.091 0.58 0.14 0.01
H -3.768 0.827 -2.156 -2.11 0.29 0.45
O 1.618 3.705 -0.165 -0.24 4.05 0.14
H 1.433 4.744 -0.121 0.31 -3.42 0.12
H 2.369 3.676 -0.761 0.29 -0.27 -0.20
O -0.239 2.254 -2.820 -3.88 -2.39 1.31
H -0.104 2.980 -3.368 0.33 2.02 -1.60
H -1.282 2.065 -2.847 3.01 0.49 -0.12
O 0.410 1.327 -0.381 -2.09 1.09 -2.49
H 0.763 2.205 -0.222 0.37 0.26 0.07
H -0.211 1.519 -1.144 1.20 -0.44 1.07
```
Forces are in eV/Å.

Maximum force   6.8 eV/Å
Energy   -28626.3898 eV
Energy relative to the best compared isomer or geometry (same formula, charge and spin)   161.1 kcal/mol
Molar mass   267.3 g mol⁻¹
Structure (SMILES)   C=N/C=C/C.O.O.O.O.O.O.O.O.O.O.O



(3)
This record from the Open Molecules 2025 dataset describes the molecule C4H2Br2N2O2 at a distorted geometry. The level of theory is ωB97M-V with the def2-TZVPD basis set.

The geometry in XYZ format:
```
12
Properties=species:S:1:pos:R:3:forces:R:3
C 0.170 1.475 0.192 0.58 -0.99 -0.15
C -1.030 0.711 0.071 0.76 3.79 0.10
C -1.287 -0.642 -0.023 0.28 -0.32 0.07
C 1.441 1.006 0.233 -1.47 -1.15 0.31
N -0.197 -1.569 -0.086 1.19 1.21 0.01
N 1.060 -1.181 -0.211 0.46 0.98 0.30
O 1.975 -1.963 -0.286 -1.10 0.16 0.07
O -2.380 -1.149 -0.015 -0.87 -0.86 -0.11
Br -2.593 1.828 -0.043 0.26 -0.29 0.16
Br 3.114 1.408 -0.191 0.33 -0.19 -0.32
H 0.258 2.587 0.401 -0.83 -1.21 -0.31
H -0.530 -2.510 -0.041 0.39 -1.13 -0.13
```
Forces are in eV/Å.

Maximum force   3.9 eV/Å
Energy   -151334.0947 eV
Energy relative to the best compared isomer or geometry (same formula, charge and spin)   65.3 kcal/mol
Molar mass   269.9 g mol⁻¹



(4)
This record from the Open Molecules 2025 dataset describes a structure of composition C4H2Br6 at a distorted geometry. The level of theory is ωB97M-V with the def2-TZVPD basis set.

The geometry in XYZ format:
```
12
Properties=species:S:1:pos:R:3:forces:R:3
C 0.807 0.716 0.192 -1.83 -1.87 -2.54
C 1.440 1.457 -0.733 -0.20 0.92 0.85
C -1.089 -1.098 1.043 -2.90 3.02 -3.55
C -0.502 -0.418 -0.273 3.64 0.73 1.17
Br 1.459 0.606 1.910 -0.22 -0.12 0.69
Br 2.636 2.895 -0.206 -0.35 -0.86 -0.20
Br 1.122 1.492 -2.571 0.24 -0.03 -0.05
Br -2.512 -2.218 0.373 -0.48 -0.70 0.31
Br -1.762 0.481 -1.389 -0.28 -0.05 0.62
Br 0.488 -1.848 -1.491 -0.93 1.07 1.45
H -0.441 -1.729 1.495 2.18 -1.43 1.58
H -1.647 -0.335 1.648 1.14 -0.67 -0.32
```
Forces are in eV/Å.

Maximum force   5.5 eV/Å
Energy   -424432.8074 eV
Molar mass   529.5 g mol⁻¹



(5)
This record from the Open Molecules 2025 dataset describes the molecule C4H2BrNS at a distorted geometry. The level of theory is ωB97M-V with the def2-TZVPD basis set.

The geometry in XYZ format:
```
9
Properties=species:S:1:pos:R:3:forces:R:3
S 1.016 2.446 0.312 -0.31 -0.31 0.11
C -0.185 1.394 0.448 0.66 -2.78 -2.05
C -0.165 -0.048 -0.380 -0.91 2.25 1.76
N 0.929 -0.555 -1.083 0.14 0.70 -1.07
C 0.613 -1.576 -0.144 0.52 -1.19 0.74
C -0.747 -1.301 -0.060 0.25 1.42 -0.16
Br -2.187 -1.828 0.949 -0.04 -0.07 0.05
H -1.102 1.550 0.992 -0.21 0.03 0.22
H 1.828 -0.083 -1.033 -0.11 -0.05 0.40
```
Forces are in eV/Å.

Maximum force   3.5 eV/Å
Energy   -86542.4911 eV
Energy relative to the best compared isomer or geometry (same formula, charge and spin)   67.4 kcal/mol
Molar mass   176.0 g mol⁻¹
Structure (SMILES)   S=C[C@]12NC1=C2Br



(6)
This record from the Open Molecules 2025 dataset describes the molecule C4H2BrNS at a distorted geometry. The level of theory is ωB97M-V with the def2-TZVPD basis set.

The geometry in XYZ format:
```
9
Properties=species:S:1:pos:R:3:forces:R:3
S 2.216 1.366 -0.020 -0.64 0.27 0.29
C 0.625 1.142 0.212 -0.25 2.31 0.84
C 0.034 -0.108 -0.169 -1.19 0.51 -0.93
N 0.616 -1.243 -0.687 -2.89 0.50 0.04
C -0.687 -1.712 0.211 0.39 0.19 0.08
C -1.315 -0.477 -0.020 1.59 -0.99 -0.60
Br -2.876 0.435 0.304 0.03 -0.19 0.13
H -0.155 2.014 0.542 2.01 -2.22 -0.70
H 1.541 -1.419 -0.372 0.96 -0.38 0.85
```
Forces are in eV/Å.

Maximum force   3.1 eV/Å
Energy   -86542.3728 eV
Energy relative to the best compared isomer or geometry (same formula, charge and spin)   70.1 kcal/mol
Molar mass   176.0 g mol⁻¹
Structure (SMILES)   S=C[C@]12NC1=C2Br